The following is a quantum chemistry calculation of a structure of composition C6H6 at a distorted geometry, from the OMol25 dataset.

Geometry as XYZ:
```
12
C6H6, DFT the ωB97M-V functional and the def2-TZVPD basis
C -1.396 -0.991 -1.097
C -0.441 -0.279 -1.330
C 0.666 0.122 -0.522
C 1.946 0.528 -0.804
C -0.040 -0.625 0.386
C -0.764 0.118 1.399
H -2.319 -1.461 -1.192
H 2.778 0.487 -0.205
H 2.175 1.047 -1.655
H 0.037 0.461 1.961
H -1.327 -0.479 2.026
H -1.316 1.072 1.034
```

Kohn-Sham gap = 8.16 eV
energy above the lowest of the compared OMol25 structures with the same formula, charge and spin = 710.9 kJ/mol
net charge = 0
E_HOMO = -7.68 eV
DFT total energy = -6311.832 eV

***

The following is a quantum chemistry calculation of an isolated molecule of C6H6, from the OMol25 dataset.

Geometry as XYZ:
```
12
C6H6, DFT the ωB97M-V functional and the def2-TZVPD basis
C -2.593 1.891 -2.007
C -1.748 1.106 -1.666
C -0.730 0.358 -1.144
C 0.208 0.023 -0.474
C 1.278 -0.189 0.459
C 0.913 -1.319 1.416
H -3.356 2.522 -2.377
H 2.185 -0.378 -0.123
H 1.386 0.768 0.982
H 1.730 -1.459 2.122
H -0.008 -1.088 1.965
H 0.735 -2.235 0.847
```

Kohn-Sham gap = 10.15 eV
energy above the lowest of the compared OMol25 structures with the same formula, charge and spin = 356.2 kJ/mol
net charge = 0
E_HOMO = -9.18 eV
DFT total energy = -6315.509 eV

***

The following is a quantum chemistry calculation of an isolated molecule of C6H6 at a distorted geometry, from the OMol25 dataset.

Geometry as XYZ:
```
12
C6H6, DFT the ωB97M-V functional and the def2-TZVPD basis
C 0.999 1.315 1.086
C -0.343 0.577 1.041
C -0.532 -0.232 -0.151
C -0.786 -0.813 -1.176
C -0.714 -1.817 -2.158
C -1.055 -2.392 -3.276
H 0.964 2.078 1.868
H 1.830 0.637 1.305
H 1.206 1.808 0.131
H -1.169 1.293 1.039
H -0.468 -0.053 1.930
H 0.069 -2.402 -1.640
```

Kohn-Sham gap = 8.99 eV
energy above the lowest of the compared OMol25 structures with the same formula, charge and spin = 589.3 kJ/mol
net charge = 0
E_HOMO = -9.43 eV
DFT total energy = -6313.093 eV